ORCA calculation (ωB97M-V/def2-TZVPD) on a molecular structure, C3H4F2 at a distorted geometry.

Results
- Lowest unoccupied orbital energy: 1.0 eV
- Spin multiplicity: 1
- Charge: 0
- Relative energy (zero: lowest compared OMol25 entry of this formula, charge and spin): 103.07 kcal per mole
- HOMO-LUMO gap: 12.0 eV

```
9
Properties=species:S:1:pos:R:3:forces:R:3:mulliken_charge:R:1
C -0.2597 0.4550 0.5190 -0.081 4.100 2.557 0.188
C -0.6855 -0.3677 -0.5712 3.131 3.877 -2.945 -0.654
C 0.6346 -0.6896 0.2872 1.404 -0.411 -0.841 -0.100
H -0.9036 0.9801 1.3818 1.900 -1.689 -1.708 0.314
H -0.4815 0.7216 -1.4028 -0.447 -4.192 1.500 0.236
H -1.5590 -0.9027 -0.8107 -0.683 -0.877 0.367 0.364
H 0.7572 -1.7116 0.9441 -0.179 3.032 -1.924 0.263
F 0.5743 1.5718 -0.1016 -2.918 -0.003 1.738 -0.319
F 1.9233 -0.0568 -0.2457 -2.126 -3.838 1.257 -0.292
```
Positions in Å, forces in eV/Å.

ORCA calculation (ωB97M-V/def2-TZVPD) on a molecular structure, C17H32Br15Cl2FNO3PS at a distorted geometry.

Results
- Lowest unoccupied orbital energy: -0.4 eV
- Spin multiplicity: 1
- Charge: 0
- HOMO-LUMO gap: 8.3 eV

```
73
Properties=species:S:1:pos:R:3:forces:R:3:mulliken_charge:R:1
C 8.5693 -2.8552 1.1968 -0.358 0.023 -0.269 -0.958
C 8.2547 -3.5676 -0.1181 1.200 0.812 0.685 0.427
Cl 9.5653 -3.6454 -1.2786 -0.683 0.007 0.619 -0.180
C 7.0758 -4.1132 -0.3661 -0.073 -0.705 -1.338 0.045
Cl 6.8051 -4.9416 -1.9102 -0.354 0.265 0.896 -0.176
N 6.0413 -4.0717 0.5796 -1.074 -0.530 2.239 0.301
P 4.5951 -3.1024 0.1938 1.439 1.225 -0.653 -0.064
O 5.0356 -1.4881 0.2640 -0.266 -1.656 1.383 -0.360
Br 3.0751 -3.2775 1.8891 1.346 -0.234 0.688 -0.214
S 6.1919 -4.9542 1.9775 2.716 -0.650 1.764 1.090
O 7.3692 -5.7379 1.8817 -0.039 -0.915 -1.141 -0.597
O 6.2035 -4.1496 3.1527 -1.705 0.706 -0.397 -0.445
F 5.0022 -6.0007 2.1313 0.305 1.266 -0.850 -0.195
H 7.7819 -2.1064 1.4098 0.401 -0.213 -0.195 0.213
H 8.5366 -3.5620 2.0452 0.316 0.189 -0.472 0.204
H 9.5450 -2.3572 1.1352 -0.375 -0.202 0.103 0.436
H 4.9916 -1.2095 1.1999 0.292 0.392 -0.301 0.245
Br 10.0106 -0.0062 3.7297 -0.058 0.056 0.028 -0.149
C 8.9190 -0.5406 5.2514 0.252 -0.058 -0.094 -0.537
C 7.8306 -1.4944 4.8385 -0.219 -0.036 0.094 -0.480
Br 6.3710 -0.5644 3.9480 -0.010 0.013 -0.105 -0.122
H 8.5388 0.3710 5.7036 -0.048 -0.055 -0.040 0.381
H 9.6087 -1.0244 5.9409 -0.064 -0.040 -0.019 0.365
H 7.3782 -1.9618 5.7112 0.030 0.024 -0.015 0.402
H 8.1742 -2.2677 4.1572 0.009 0.041 0.031 0.158
Br -0.5676 -1.6570 -2.8513 0.138 0.005 -0.086 -0.045
C 0.3036 -3.3931 -2.9455 -0.373 -0.010 -0.042 -0.622
C 0.8097 -3.8240 -1.5952 -0.143 0.252 0.019 -0.656
Br 2.4587 -2.8752 -1.1090 -2.732 -0.051 -2.625 0.098
H 1.0893 -3.3133 -3.6919 0.027 -0.009 0.095 0.374
H -0.4643 -4.0782 -3.3043 0.019 -0.004 0.048 0.344
H 1.0856 -4.8770 -1.6061 0.078 0.056 -0.035 0.376
H 0.0938 -3.6488 -0.7957 -0.041 0.020 -0.102 0.399
Br 1.4401 0.9935 -1.3048 0.042 0.089 0.011 -0.106
C 1.3261 1.9775 -2.9783 0.274 -0.066 0.209 -0.640
C 0.4361 3.1831 -2.8475 -0.191 0.045 -0.282 -0.577
Br -1.4419 2.6668 -2.8622 -0.032 0.045 0.127 -0.085
H 0.9823 1.2766 -3.7350 -0.050 0.047 0.037 0.330
H 2.3490 2.2757 -3.2025 -0.053 0.057 -0.009 0.374
H 0.5575 3.8454 -3.7032 0.037 -0.053 0.005 0.348
H 0.6063 3.7444 -1.9333 0.017 -0.094 0.000 0.364
Br -5.3914 6.0821 -1.9909 0.114 -0.004 -0.005 -0.125
C -5.2146 4.7187 -3.3656 -0.102 0.246 0.066 -0.467
C -5.9800 3.4761 -2.9919 0.082 -0.192 -0.164 -0.534
Br -5.0382 2.4387 -1.6377 -0.022 0.197 0.068 -0.125
H -4.1510 4.5437 -3.5061 -0.055 -0.099 0.028 0.215
H -5.6269 5.1644 -4.2694 -0.041 -0.087 0.016 0.385
H -6.0721 2.8095 -3.8482 0.031 0.018 0.018 0.376
H -6.9687 3.6874 -2.5936 0.075 0.057 0.031 0.292
Br -6.6817 7.7383 1.2179 -0.096 0.018 -0.009 -0.151
C -7.9792 6.6221 2.1476 0.265 0.114 0.083 -0.575
C -7.7653 5.1617 1.8456 -0.254 -0.144 -0.061 -0.585
Br -8.4391 4.6962 0.0805 0.024 0.003 0.022 -0.118
H -8.9657 6.9758 1.8619 0.032 -0.082 -0.034 0.382
H -7.8177 6.8225 3.2055 -0.003 -0.072 -0.021 0.363
H -8.3313 4.5392 2.5369 0.013 0.046 0.003 0.329
H -6.7192 4.8682 1.8741 -0.018 0.088 -0.019 0.355
Br -4.0438 -3.3008 -3.5887 -0.004 0.015 -0.073 -0.166
C -4.2311 -1.3907 -3.2556 0.094 -0.121 0.183 -0.292
C -5.5001 -1.0835 -2.5065 -0.110 0.119 -0.154 -0.115
Br -7.0563 -1.1630 -3.6766 -0.012 -0.021 0.034 -0.159
H -4.1736 -0.8942 -4.2203 -0.063 -0.011 0.038 0.408
H -3.3608 -1.1208 -2.6600 -0.067 0.004 0.035 0.089
H -5.4823 -0.0636 -2.1269 0.031 -0.186 -0.057 -0.183
H -5.6870 -1.7690 -1.6848 0.036 -0.015 -0.137 0.346
Br -7.8985 1.3374 2.1202 0.021 -0.068 0.028 -0.140
C -6.1929 0.9553 2.9775 -0.157 0.228 -0.032 -0.611
C -5.0775 0.8818 1.9673 0.189 -0.186 0.071 -0.355
Br -5.1125 -0.7989 0.9848 0.007 0.112 0.053 -0.108
H -6.3209 0.0364 3.5427 0.070 0.001 -0.072 0.411
H -6.0283 1.7815 3.6674 0.065 -0.023 -0.040 0.343
H -4.1091 0.9000 2.4647 -0.051 0.005 0.030 0.369
H -5.1183 1.6796 1.2298 -0.088 -0.015 0.059 0.082
```
Positions in Å, forces in eV/Å.

ORCA calculation (ωB97M-V/def2-TZVPD) on a molecular structure, C46H33N3O4PdS2 at a distorted geometry.

Results
- Lowest unoccupied orbital energy (alpha / beta): -14.2 / -14.2 eV
- Spin multiplicity: 1
- Charge: +4
- Relative energy (zero: lowest compared OMol25 entry of this formula, charge and spin): 0.00 kcal per mole
- HOMO-LUMO gap (alpha / beta): 3.9 / 3.9 eV

```
89
Properties=species:S:1:pos:R:3:forces:R:3:mulliken_charge:R:1
Pd 2.3259 1.0884 -0.6424 -1.550 0.677 -0.749 1.043
C -4.6832 4.1919 3.1036 0.082 -0.112 -0.017 -1.475
C -3.7661 3.5192 2.1220 -0.078 0.081 0.160 0.787
C -3.5747 4.0405 0.8455 0.022 0.069 -0.116 -0.842
C -2.7684 3.3938 -0.0824 -0.082 0.125 0.004 -0.523
C -2.1326 2.2204 0.2957 -0.141 -0.179 0.070 0.299
C -2.2652 1.6911 1.5813 -0.009 0.079 0.092 -0.408
C -3.0796 2.3470 2.4806 0.047 -0.061 0.030 -0.769
S -1.1639 1.4155 -0.9213 -0.013 -0.139 -0.358 0.132
O 0.1781 1.3101 -0.2760 0.527 -0.214 0.379 -0.215
C -2.2887 -0.1661 -0.9686 -0.023 0.062 0.517 -0.593
C -3.4235 0.3398 -1.5538 -0.030 -0.103 -0.257 -0.966
C -4.6995 -0.2610 -1.4505 0.096 0.067 0.055 -1.025
C -4.8780 -1.3743 -0.6403 -0.162 0.034 -0.191 1.047
C -6.1647 -1.8403 -0.2858 -0.075 -0.161 0.059 -0.780
C -6.3043 -2.8928 0.6131 -0.066 0.202 -0.132 -0.795
C -5.1673 -3.4866 1.1348 0.202 0.058 -0.046 -0.765
C -3.8782 -3.0607 0.7492 0.032 -0.073 0.100 -0.312
C -3.7191 -2.0248 -0.1554 -0.069 -0.055 0.030 0.413
C -2.3844 -1.5724 -0.5510 0.289 -0.159 0.121 0.720
C -1.4367 -2.6416 -0.7097 -0.105 0.204 -0.321 0.081
C -1.8796 -3.8202 -1.4622 -0.124 -0.189 0.127 0.785
C -2.9579 -3.8075 -2.3385 -0.059 0.033 -0.137 -0.334
C -3.3960 -4.9823 -2.9725 0.113 0.235 0.028 -0.641
C -2.7252 -6.1908 -2.8124 0.119 -0.073 0.078 -0.903
C -1.5701 -6.2065 -2.0623 -0.065 -0.005 -0.058 -0.729
C -1.1089 -5.0245 -1.4117 -0.152 -0.173 0.163 0.713
C 0.1258 -5.0280 -0.7935 0.157 0.231 -0.024 -1.103
C 0.6475 -3.8396 -0.2186 -0.041 -0.271 0.019 -0.626
C -0.1031 -2.7064 -0.1867 -0.084 0.209 -0.545 1.044
S 0.6032 -1.2080 0.4375 0.614 -0.058 -0.143 1.763
O 1.5545 -0.9029 -0.7511 0.406 -0.148 0.620 -0.942
C 1.5918 -1.7892 1.7821 -0.001 0.057 0.134 0.167
C 2.9394 -1.4735 1.8496 0.115 -0.194 -0.007 -0.524
C 3.6558 -1.8313 2.9851 0.021 0.032 -0.043 -0.837
C 3.0395 -2.4512 4.0687 0.122 0.026 0.142 0.743
C 3.7986 -2.7531 5.3293 -0.088 -0.010 -0.075 -1.493
C 1.6784 -2.7557 3.9689 -0.124 -0.049 0.018 -0.855
C 0.9508 -2.4270 2.8427 -0.100 -0.024 0.013 -0.423
H -4.9657 5.1905 2.7801 0.027 0.000 -0.005 0.400
H -4.2241 4.2528 4.0902 0.035 0.039 -0.017 0.391
H -5.5971 3.6060 3.2235 -0.010 -0.007 -0.040 0.314
H -4.0568 4.9708 0.5718 -0.017 -0.033 -0.009 0.425
H -2.6312 3.8147 -1.0731 -0.034 -0.048 0.009 0.578
H -1.7106 0.8065 1.8787 -0.064 -0.002 -0.033 0.519
H -3.1861 1.9594 3.4873 -0.011 0.011 -0.032 0.493
H -3.3560 1.2941 -2.0693 -0.083 -0.014 0.012 0.736
H -5.5531 0.2128 -1.9248 0.038 0.053 0.030 0.596
H -7.0380 -1.3556 -0.7082 0.007 0.001 0.043 0.539
H -7.2875 -3.2277 0.9164 0.013 -0.011 -0.037 0.495
H -5.2638 -4.2891 1.8561 0.017 0.013 -0.007 0.496
H -3.0118 -3.5198 1.2089 -0.026 -0.023 0.007 0.546
H -3.4532 -2.8786 -2.5852 -0.085 -0.028 0.081 0.546
H -4.2712 -4.9368 -3.6097 0.030 0.011 -0.013 0.488
H -3.0798 -7.0884 -3.3006 -0.001 0.011 -0.001 0.475
H -0.9821 -7.1130 -1.9732 0.006 0.032 -0.023 0.493
H 0.7244 -5.9326 -0.7922 -0.004 0.017 0.061 0.533
H 1.6332 -3.8407 0.2307 -0.037 -0.050 0.057 0.644
H 3.4507 -0.9971 1.0258 -0.021 0.055 -0.090 0.492
H 4.7189 -1.6292 3.0265 -0.031 0.066 0.013 0.391
H 4.8724 -2.6633 5.1868 0.010 -0.019 -0.016 0.380
H 3.5720 -3.7510 5.7027 0.012 -0.029 -0.045 0.401
H 3.5038 -2.0514 6.1120 0.003 0.033 -0.010 0.334
H 1.1842 -3.2579 4.7918 0.012 0.014 -0.010 0.452
H -0.1041 -2.6814 2.7906 0.027 0.053 0.030 0.441
O 4.7635 7.4833 -1.9482 -0.019 -0.117 -0.027 -0.574
N 5.2904 6.6379 -2.6417 0.067 0.215 0.023 1.001
O 6.0980 6.8325 -3.5118 -0.071 -0.077 0.015 -0.543
C 4.9298 5.2214 -2.3645 -0.133 -0.004 0.034 -0.344
C 5.7702 4.2870 -2.8495 0.049 -0.186 0.005 -0.861
C 5.5497 2.8920 -2.5823 0.237 0.108 -0.114 0.895
C 6.4099 1.8512 -2.9849 0.036 0.034 -0.032 -0.456
C 6.1182 0.5594 -2.6167 -0.011 0.005 0.030 -1.068
C 4.9618 0.2968 -1.8744 0.052 0.067 -0.091 -0.010
N 4.1367 1.2677 -1.5111 0.019 -0.826 0.236 -0.401
C 4.4303 2.5468 -1.8480 0.214 -0.253 -0.038 -0.025
C 3.5433 3.5282 -1.3730 -0.212 0.174 0.152 0.498
N 2.4968 3.0402 -0.6631 0.004 0.177 0.159 -0.420
C 1.6241 3.8680 -0.1101 0.148 0.190 -0.054 -0.250
C 1.7513 5.2455 -0.2885 0.031 -0.028 0.000 -1.193
C 2.7893 5.7594 -1.0317 0.018 0.015 0.021 -0.221
C 3.7519 4.8849 -1.5885 0.064 0.302 -0.044 0.449
H 6.6308 4.5989 -3.4273 -0.003 0.019 -0.003 0.610
H 7.2927 2.0758 -3.5715 0.006 -0.015 0.030 0.524
H 6.7684 -0.2608 -2.8859 -0.018 0.002 -0.021 0.438
H 4.7013 -0.7107 -1.5801 -0.038 -0.019 0.004 0.535
H 0.8245 3.4332 0.4700 0.001 0.011 0.031 0.857
H 1.0268 5.9043 0.1688 0.008 0.001 -0.005 0.465
H 2.8826 6.8239 -1.1725 0.012 0.029 -0.003 0.632
```
Positions in Å, forces in eV/Å.

Calculated values (a.u.) of calculated total energy for the records, taken in order: -316.2516, -41317.4102, -3160.5951.